[1]
ORCA calculation (ωB97M-V/def2-TZVPD) on an isolated molecule of C2H3OP in a non-equilibrium geometry.

Structure (XYZ):
```
7
C2H3OP | the OMol25 dataset | ωB97M-V/def2-TZVPD
P -0.751 -1.073 0.001
O -1.920 0.497 0.157
C 0.726 -0.412 -0.878
C 0.895 -0.537 0.398
H 1.874 -0.676 1.010
H 1.254 -0.386 -1.822
H -2.433 0.098 0.836
```

The calculation puts the LUMO energy (spin up / spin down) at 0.64 / -3.67 eV. As for the spin multiplicity: 3. Its expectation value of S² is 2.02. The value obtained for the HOMO energy (spin up / spin down) is -5.483 / -10.231 eV. Its energy relative to the best compared isomer or geometry (same formula, charge and spin) is 2.862 eV. The gap between HOMO and LUMO (spin up / spin down) comes out at 6.12 / 6.56 eV.

[2]
ORCA calculation (ωB97M-V/def2-TZVPD) on C37H29CdN2O6P2S as an isolated structure in a non-equilibrium geometry.

Structure (XYZ):
```
78
C37H29CdN2O6P2S | the OMol25 dataset | ωB97M-V/def2-TZVPD
Cd 1.138 -2.136 -2.679
S 0.452 -3.367 -4.709
P -0.378 1.587 0.816
P 2.628 1.459 0.471
O -3.401 -2.411 -3.657
O -3.278 -3.566 1.447
O 2.185 -2.438 -0.854
O -1.613 -0.913 -3.403
O 1.892 -2.960 1.283
O 1.658 -0.575 -4.255
N 0.548 -0.730 -4.973
N -0.600 -2.022 -1.091
C 4.665 3.123 0.866
C 2.501 2.059 3.294
C -2.869 1.438 -2.230
C 3.295 4.216 -0.617
C -0.027 -1.836 -5.269
C 0.889 1.639 -0.259
C -3.677 -1.589 3.850
C 2.865 -0.282 2.740
C 2.570 1.040 2.264
C -2.221 -3.123 0.661
C -0.002 0.502 -5.338
C -1.840 -0.472 -6.291
C 3.458 3.104 0.260
C -2.370 -1.934 -3.129
C -4.280 1.631 -1.590
C 0.017 -2.755 -0.022
C -0.940 -2.549 4.472
C 2.496 1.780 4.681
C -2.003 -2.962 5.187
C 1.408 -2.635 0.213
C -1.260 0.628 -5.925
C -1.799 1.425 -1.549
C -2.631 -2.993 -0.738
C 5.596 5.067 -0.299
C 4.353 5.130 -0.842
C -1.902 -2.382 -1.585
C -3.219 -2.438 4.852
C -2.467 -0.944 3.348
C 2.914 -0.599 4.128
C 2.644 0.421 5.008
C -1.968 1.580 -0.240
C -1.189 -1.734 -5.983
C -4.222 1.492 -0.327
C -1.199 -1.328 3.680
C -3.139 1.364 0.480
C -0.980 -3.364 0.969
C 5.682 4.051 0.668
H 2.344 4.319 -1.104
H -3.590 -2.734 1.909
H 0.573 1.588 -4.889
H -4.978 2.429 -2.226
H 2.525 3.019 2.896
H -2.523 -0.147 2.541
H -0.178 -1.068 -1.322
H -1.778 -2.648 -6.209
H -3.630 -3.477 -0.696
H -2.759 -0.645 -6.935
H -0.179 -1.100 3.238
H 6.588 3.885 1.231
H 3.977 5.954 -1.649
H -5.161 1.247 0.291
H 2.960 0.277 6.076
H -4.133 -2.943 5.122
H -0.126 -3.310 4.301
H 3.066 -1.182 2.160
H -1.678 1.517 -5.958
H 3.306 -1.534 4.481
H -2.049 -3.855 5.818
H 6.480 5.752 -0.573
H -0.554 -3.692 1.967
H 4.760 2.396 1.714
H -0.909 1.397 -2.231
H -2.807 1.341 -3.274
H -3.290 1.352 1.480
H 0.969 1.715 -1.484
H 2.396 2.452 5.538
```

The calculation puts the LUMO energy (spin up / spin down) at 3.86 / 3.86 eV. As for the spin multiplicity: 2. Its expectation value of S² is 0.76. The value obtained for the HOMO energy (spin up / spin down) is -1.356 / -1.373 eV. Its energy relative to the best compared isomer or geometry (same formula, charge and spin) is 11.193 eV. The gap between HOMO and LUMO (spin up / spin down) comes out at 5.22 / 5.24 eV. Its total charge is -2.

[3]
ORCA calculation (ωB97M-V/def2-TZVPD) on C48H38CuNOP2S as an isolated structure.

Structure (XYZ):
```
92
C48H38CuNOP2S | the OMol25 dataset | ωB97M-V/def2-TZVPD
Cu -0.140 -0.212 0.198
S 2.744 0.059 1.245
P 0.404 -2.204 1.286
P 0.930 2.518 0.128
O 3.990 0.774 1.657
N -1.431 0.812 1.509
C -0.615 -4.044 3.199
C -1.902 2.836 -0.091
C 1.668 6.570 -0.065
C -0.609 3.037 -2.177
C -1.791 -3.405 0.119
C 2.472 2.053 -2.222
C 4.504 -2.007 1.362
C -4.428 0.405 -0.309
C -3.025 2.994 -2.419
C -0.082 -2.784 2.942
C -2.471 -0.554 -3.943
C -3.089 1.040 -0.579
C 1.743 4.162 0.112
C -0.919 -4.421 4.499
C -4.681 1.667 1.749
C 3.156 -1.695 1.247
C -1.773 -4.679 -1.918
C 2.175 -2.685 1.271
C -0.991 -0.226 -1.544
C 0.131 -1.905 4.003
C -0.164 -2.285 5.303
C -0.397 -3.344 0.110
C -1.153 -0.981 -3.875
C -2.386 1.608 0.720
C -3.135 2.580 -0.996
C -0.692 -3.545 5.552
C 2.108 1.590 -0.960
C 3.928 -4.338 1.466
C 3.709 5.484 0.573
C 3.084 4.250 0.490
C -0.593 2.796 -0.863
C -1.833 3.237 -2.954
C 3.004 6.648 0.298
C -0.389 -4.620 -1.936
C 0.297 -3.953 -0.929
C 3.228 1.284 -3.092
C -5.169 0.711 0.757
C -3.038 0.050 -2.834
C -2.319 0.233 -1.645
C 2.584 -4.011 1.389
C -0.448 -0.820 -2.692
C -2.473 -4.070 -0.885
C 1.041 5.334 -0.159
C 2.659 0.368 -0.543
C 4.889 -3.335 1.457
C -3.425 2.101 1.708
C 3.410 -0.413 -1.414
C 3.663 0.028 -2.702
H -2.355 -2.906 0.900
H 5.222 -1.198 1.390
H -6.128 0.233 0.913
H -0.930 -3.842 6.565
H 3.475 1.667 -4.074
H -4.778 -0.345 -1.006
H 0.013 -1.597 6.119
H 0.004 5.286 -0.468
H -1.334 -5.402 4.690
H 3.494 7.611 0.365
H 0.313 3.062 -2.736
H 1.109 7.471 -0.285
H 5.938 -3.588 1.538
H -0.915 1.430 2.130
H 1.376 -3.889 -0.978
H 4.227 -5.375 1.551
H -1.957 0.172 2.098
H 1.838 -4.796 1.426
H 3.816 -1.359 -1.084
H -1.931 3.763 0.499
H -3.048 -0.674 -4.852
H 4.752 5.535 0.859
H 4.233 -0.591 -3.382
H -0.798 -4.733 2.383
H -3.555 -4.096 -0.871
H 3.642 3.349 0.727
H 2.173 3.047 -2.526
H 0.164 -5.078 -2.746
H 0.539 -0.918 3.809
H 0.577 -1.184 -2.655
H -4.059 0.411 -2.915
H -2.306 -5.185 -2.713
H -5.348 2.004 2.534
H -1.740 3.549 -3.986
H -3.050 2.783 2.467
H -4.024 3.023 -0.548
H -3.929 3.112 -3.005
H -0.683 -1.445 -4.735
```

The calculation puts the LUMO energy at 0.31 eV. The value obtained for the HOMO energy is -6.931 eV. Its energy relative to the best compared isomer or geometry (same formula, charge and spin) is 3.028 eV. The gap between HOMO and LUMO comes out at 7.24 eV.

[4]
ORCA calculation (ωB97M-V/def2-TZVPD) on C33H30N6O2S5Ta as an isolated structure.

Structure (XYZ):
```
77
C33H30N6O2S5Ta | the OMol25 dataset | ωB97M-V/def2-TZVPD
Ta 0.590 -0.016 1.481
S 2.135 -1.568 2.773
S -1.301 3.184 -1.037
S 4.578 -2.494 1.285
S 2.761 -0.290 0.359
S -1.886 0.574 1.143
O 0.159 -1.644 0.420
O 0.720 1.593 0.449
N -0.664 -1.052 3.060
N 1.240 1.376 3.055
N -3.148 -0.029 -5.886
N 0.729 2.150 -2.837
N 0.659 -2.111 -2.061
N -3.613 -3.195 -3.196
C 2.985 5.006 0.277
C 3.861 6.225 0.182
C 2.113 3.116 1.514
C -1.834 -4.427 -0.692
C 2.898 4.279 1.446
C -3.524 -5.889 0.474
C 0.882 -0.171 -3.610
C -0.692 -2.632 0.471
C -0.904 -3.377 -0.707
C 2.206 4.596 -0.815
C -2.327 1.467 -2.849
C 1.917 2.451 2.767
C -2.524 -4.766 0.459
C -2.787 0.256 -3.346
C -1.304 -2.143 2.869
C 0.998 0.782 -2.423
C 1.283 -1.616 -3.293
C -2.712 -0.625 -1.106
C 0.433 -0.074 5.046
C -1.396 -2.937 1.645
C -3.346 -2.115 -2.910
C -0.265 -3.004 -1.943
C 0.421 3.192 -1.914
C 1.276 1.088 4.523
C 3.296 -1.542 1.478
C -0.878 -0.338 4.325
C -3.017 0.094 -4.752
C -2.969 -0.807 -2.456
C 1.409 3.464 -0.799
C -1.971 1.625 -1.508
C -2.286 -4.010 1.608
C -2.179 0.565 -0.607
C 1.426 2.698 0.369
H 0.955 2.005 5.019
H 0.160 2.208 -3.668
H 1.010 -2.283 -4.110
H -1.396 0.596 4.085
H -4.537 -5.506 0.605
H 3.786 6.836 1.081
H 2.317 0.901 4.790
H 4.907 5.941 0.060
H 3.585 6.844 -0.670
H 1.528 0.168 -4.423
H -1.542 -0.927 4.960
H 2.007 0.731 -2.004
H 3.434 4.610 2.328
H -1.919 -2.517 3.689
H 0.989 -1.681 -1.195
H -2.241 2.314 -3.516
H -3.499 -6.448 -0.459
H 2.360 -1.684 -3.134
H 0.303 0.455 -1.644
H 2.403 2.953 3.606
H -2.913 -1.436 -0.420
H -0.142 -0.159 -3.991
H -2.027 -4.972 -1.609
H 2.211 5.210 -1.710
H -0.601 -3.494 -2.855
H 0.198 0.161 6.085
H -3.323 -6.583 1.290
H 1.012 -0.997 5.069
H 0.359 4.105 -2.502
H -2.834 -4.258 2.512
```

The calculation puts the LUMO energy at -3.97 eV. The value obtained for the HOMO energy is -10.613 eV. Its energy relative to the best compared isomer or geometry (same formula, charge and spin) is 0.442 eV. The gap between HOMO and LUMO comes out at 6.64 eV. Its total charge is +1.

[5]
ORCA calculation (ωB97M-V/def2-TZVPD) on C2HCuF5NO5S2 as an isolated structure in a non-equilibrium geometry.

Structure (XYZ):
```
17
C2HCuF5NO5S2 | the OMol25 dataset | ωB97M-V/def2-TZVPD
Cu 0.326 2.706 -0.370
S 1.407 0.460 -1.264
S -0.650 0.121 0.744
F 2.850 1.187 0.845
F -2.645 -1.323 -0.309
F -1.228 -1.361 -1.853
F 3.324 2.206 -0.996
F -0.939 -2.559 -0.068
O 0.396 1.396 -1.892
O -2.712 -2.012 3.108
O -0.893 1.590 0.597
O 2.153 -0.354 -2.217
O -0.841 -0.536 2.028
N 0.555 -0.464 -0.222
C 2.284 1.796 -0.220
C -1.335 -1.383 -0.534
H -2.051 -1.471 2.622
```

The calculation puts the LUMO energy (spin up / spin down) at -1.86 / -4.07 eV. As for the spin multiplicity: 3. Its expectation value of S² is 2.01. The value obtained for the HOMO energy (spin up / spin down) is -10.254 / -10.216 eV. Its energy relative to the best compared isomer or geometry (same formula, charge and spin) is 1.665 eV. The gap between HOMO and LUMO (spin up / spin down) comes out at 8.39 / 6.14 eV.

> What is the energy relative to the best compared isomer or geometry (same formula, charge and spin) in the fifth record?

1.665 eV

> Number 5 is which compound?

C2HCuF5NO5S2

> Among the records above, which one has the lowest energy relative to the best compared isomer or geometry (same formula, charge and spin)?

C33H30N6O2S5Ta